Record 1
44
Properties=species:S:1:pos:R:3 method="wB97M-V/def2-TZVPD" multiplicity=7 s_squared=12.0554 homo_energy_ev="-14.9 / -15.6" total_charge=+2
Eu -0.03 -0.38 1.99
P -2.57 0.17 0.87
C -2.19 0.49 -0.83
C -0.89 0.92 -1.25
N 0.22 0.66 -0.46
C 1.42 1.03 -0.93
C 1.59 1.79 -2.09
C 0.49 2.08 -2.88
C -0.75 1.61 -2.49
C 2.68 0.68 -0.13
P 2.56 -0.86 0.87
H -1.65 1.79 -3.08
H 2.60 2.12 -2.33
H 0.61 2.65 -3.80
H 3.53 0.58 -0.82
H 2.91 1.53 0.55
H -2.07 -1.22 -2.18
H -3.01 0.68 -1.54
H -1.04 -2.82 -1.10
O -1.93 -2.20 -2.23
H -2.22 -2.45 -3.13
H -0.57 -2.05 0.97
O -0.54 -3.28 -0.35
H 0.35 -3.51 -0.66
C 3.17 -2.08 -0.37
H 4.20 -1.83 -0.65
H 3.14 -3.07 0.09
H 2.53 -2.05 -1.26
C 4.04 -0.61 1.90
H 4.15 -1.46 2.57
H 4.94 -0.52 1.27
H 3.93 0.31 2.50
C -3.56 1.61 1.39
H -4.47 1.72 0.78
H -3.86 1.48 2.44
H -2.96 2.54 1.32
C -3.79 -1.18 0.71
H -4.13 -1.44 1.72
H -4.64 -0.85 0.09
H -3.30 -2.04 0.24
F -0.65 2.31 3.96
C 0.22 1.99 2.93
F 0.04 2.95 1.95
F 1.50 2.22 3.44

Record 2
45
Properties=species:S:1:pos:R:3 method="wB97M-V/def2-TZVPD" homo_energy_ev=-10.5 smiles="COC[C@@H](OC)S(=O)(=O)C(F)(F)C(F)(F)F.CCCCCC" total_charge=0
C -5.62 -1.95 1.15
O -4.75 -2.34 0.06
C -4.31 -1.21 -0.71
C -3.32 -0.23 0.13
O -2.55 -0.89 1.13
C -1.69 -1.92 0.58
S -2.32 0.90 -0.98
O -2.58 0.52 -2.42
O -0.86 0.96 -0.63
C -2.94 2.68 -0.82
F -3.92 2.96 -1.80
F -3.45 2.94 0.48
C -1.71 3.71 -1.00
F -2.29 5.00 -1.12
F -0.99 3.48 -2.16
F -0.90 3.78 0.15
H -6.52 -1.39 0.73
H -5.98 -2.93 1.64
H -5.03 -1.40 1.94
H -3.75 -1.64 -1.61
H -5.22 -0.61 -1.06
H -4.03 0.48 0.70
H -1.14 -2.38 1.47
H -2.23 -2.77 0.06
H -0.88 -1.54 -0.13
C 1.86 0.11 1.45
C 2.36 -0.24 0.05
C 3.48 -1.28 0.05
C 4.77 -0.85 0.77
C 5.42 0.43 0.23
C 5.86 0.31 -1.22
H 2.65 0.57 2.05
H 1.04 0.83 1.38
H 1.49 -0.78 1.97
H 2.68 0.67 -0.46
H 1.52 -0.64 -0.53
H 3.71 -1.55 -0.98
H 3.11 -2.20 0.53
H 5.49 -1.67 0.69
H 4.57 -0.72 1.83
H 6.29 0.66 0.85
H 4.73 1.28 0.34
H 6.58 -0.50 -1.35
H 6.35 1.24 -1.54
H 5.02 0.14 -1.89

Record 3
48
Properties=species:S:1:pos:R:3 method="wB97M-V/def2-TZVPD" e_above_lowest_kj_mol=16.9 multiplicity=6 s_squared=8.8816 homo_energy_ev="-6.3 / -7.3" total_charge=0
O -0.44 -0.32 -3.81
H -0.57 0.33 -4.57
Mn 0.19 0.42 -0.13
N -0.91 -0.86 -0.98
N -1.37 1.48 -0.25
N 1.61 -0.78 0.34
N 1.06 1.48 1.17
O -0.64 -2.08 -1.11
O 1.79 -1.97 -0.27
O 0.54 2.63 1.64
O -1.57 2.63 0.30
C -2.26 1.01 -1.16
C -2.03 -0.32 -1.51
C 2.54 -0.33 1.22
C 2.21 0.98 1.71
C -2.91 -1.14 -2.33
H -2.39 -1.54 -3.19
H -3.73 -0.50 -2.65
H -3.33 -1.95 -1.71
C -3.34 1.88 -1.62
H -2.97 2.73 -2.19
H -3.91 2.25 -0.76
H -4.00 1.30 -2.26
C 3.62 -1.22 1.76
C 2.98 1.69 2.76
H 3.83 -2.09 1.13
H 3.32 -1.59 2.75
H 4.55 -0.66 1.90
H 2.41 2.53 3.17
H 3.93 2.08 2.37
H 3.25 1.00 3.57
H 0.84 -2.18 -0.62
H -0.37 2.72 1.05
C 1.03 1.14 -1.63
H 0.63 0.57 -2.50
H 2.12 1.04 -1.47
H 0.68 2.18 -1.66
O 1.13 -2.50 -3.36
H 0.40 -1.97 -3.79
H 1.72 -1.79 -3.05
S -2.04 -0.39 3.92
C -1.34 -1.91 3.44
C -0.74 -1.78 2.21
N -0.78 -0.49 1.71
C -1.43 0.34 2.52
H -1.39 -2.82 4.01
H -0.26 -2.59 1.66
H -1.67 1.36 2.25

Record 4
48
Properties=species:S:1:pos:R:3 method="wB97M-V/def2-TZVPD" e_above_lowest_kj_mol=0.0 multiplicity=6 s_squared=8.8757 homo_energy_ev="-5.9 / -7.8" total_charge=0
O -0.32 -1.17 -3.48
H -0.90 -1.40 -4.21
Mn -0.43 0.05 -0.18
N 1.05 -0.91 -0.84
N -1.02 -1.68 0.35
N 0.32 1.76 -0.31
N -1.60 0.95 1.03
O 2.19 -0.44 -1.14
O 1.48 2.07 -0.92
O -2.37 0.34 1.93
O -1.93 -1.99 1.24
C -0.37 -2.69 -0.28
C 0.82 -2.27 -0.92
C -0.28 2.74 0.42
C -1.39 2.28 1.18
C 1.76 -3.11 -1.69
H 1.78 -2.76 -2.73
H 1.45 -4.15 -1.67
H 2.77 -3.03 -1.27
C -0.93 -4.05 -0.26
H -1.91 -4.09 -0.76
H -1.06 -4.41 0.77
H -0.25 -4.74 -0.78
C 0.25 4.12 0.51
C -2.15 3.10 2.16
H 0.94 4.32 -0.31
H 0.78 4.28 1.46
H -0.58 4.84 0.47
H -2.76 2.48 2.83
H -2.82 3.79 1.63
H -1.49 3.72 2.77
H 1.82 1.16 -1.27
H -2.23 -0.74 1.67
C -1.51 0.05 -1.71
H -0.93 -0.67 -2.73
H -1.58 1.08 -2.09
H -2.46 -0.45 -1.50
O 1.45 0.73 -3.45
H 0.78 0.04 -3.73
H 1.11 1.54 -3.88
S 1.28 -0.63 4.21
C 2.52 0.20 3.27
C 2.10 0.37 1.97
N 0.84 -0.14 1.71
C 0.31 -0.69 2.80
H 3.46 0.54 3.68
H 2.67 0.87 1.21
H -0.65 -1.20 2.84

Record 5
43
Properties=species:S:1:pos:R:3 method="wB97M-V/def2-TZVPD" e_above_lowest_kj_mol=82.7 multiplicity=3 s_squared=2.0113 homo_energy_ev="-11.3 / -12.0" total_charge=+1
Ni 1.17 -0.95 0.33
P 1.78 0.97 1.00
C 1.92 1.89 -0.56
C 1.11 1.14 -1.60
N 0.81 -0.18 -1.36
C 0.08 -0.93 -2.27
C -0.05 -0.50 -3.59
C 0.42 0.78 -3.92
C 0.92 1.61 -2.91
C -0.67 -2.20 -1.80
P -1.14 -1.91 -0.06
H 1.34 2.57 -3.17
H -0.61 -1.10 -4.31
H 0.42 1.09 -4.97
H -1.61 -2.43 -2.34
H 0.00 -3.07 -1.86
H 1.82 3.00 -0.49
H 3.06 1.87 -0.74
H -2.59 3.42 -0.97
O -2.85 4.31 -0.51
H -2.44 4.34 0.40
H -3.03 0.39 2.14
O -2.85 0.54 3.10
H -3.47 1.34 3.22
C -2.90 -1.51 -0.30
H -3.19 -2.14 -1.15
H -3.46 -1.75 0.61
H -3.01 -0.44 -0.49
C -1.31 -3.56 0.89
H -1.59 -3.23 1.90
H -2.11 -4.19 0.46
H -0.36 -4.12 0.93
C 3.62 0.95 1.19
H 3.86 2.02 1.27
H 4.03 0.41 2.07
H 4.05 0.53 0.25
C 1.11 1.85 2.44
H 1.50 1.41 3.38
H 1.49 2.88 2.33
H 0.01 1.79 2.42
O 1.86 -2.87 4.04
C 1.58 -2.29 3.01
N 1.28 -1.74 1.98

Record 6
43
Properties=species:S:1:pos:R:3 method="wB97M-V/def2-TZVPD" e_above_lowest_kj_mol=289.3 homo_energy_ev="-4.5 / -1.3" total_charge=-1
Sr -0.27 0.85 -1.32
C 2.85 -2.91 0.11
C 3.04 -1.39 0.19
S 2.45 -0.39 -1.23
C 1.11 -1.37 -1.91
C -0.12 -1.77 -1.05
S -0.16 -1.21 0.68
C -0.40 -2.77 1.58
C 0.55 -3.92 1.34
S 2.31 -3.65 1.68
H 3.79 -3.39 -0.19
H 2.11 -3.20 -0.62
H 4.10 -1.15 0.26
H 2.54 -1.00 1.08
H 1.57 -2.27 -2.30
H 0.81 -0.82 -2.80
H -0.18 -2.85 -1.03
H -1.07 -1.47 -1.53
H -1.42 -3.11 1.41
H -0.33 -2.45 2.63
H 0.45 -4.33 0.33
H 0.24 -4.73 2.00
C 0.58 4.93 -1.01
P -0.20 4.06 0.41
C 0.58 5.01 1.79
C -1.84 4.86 0.40
H 0.38 6.01 -0.98
H 0.16 4.52 -1.93
H 1.66 4.77 -1.00
H 0.42 6.09 1.68
H 1.65 4.81 1.83
H 0.14 4.69 2.74
H -1.74 5.95 0.36
H -2.39 4.58 1.31
H -2.39 4.45 -0.45
C -2.33 2.17 -1.25
H -2.37 2.04 -0.13
H -3.19 1.59 -1.63
N -3.29 -2.20 -0.88
C -2.90 -3.29 -0.83
N -2.34 -4.49 -0.90
C -2.33 -5.27 0.15
N -2.22 -6.00 1.05

Record 7
48
Properties=species:S:1:pos:R:3 method="wB97M-V/def2-TZVPD" homo_energy_ev=-12.0 total_charge=+1
C 0.93 -3.61 0.39
C 1.83 -2.87 -0.44
N 1.86 -1.39 -0.15
B 2.75 -0.97 1.00
C 3.93 0.16 0.93
O 2.61 -1.64 2.29
C 1.15 -0.55 -0.92
N 0.42 -1.20 -2.02
C -1.04 -0.95 -2.02
C -1.84 -1.59 -0.78
O -3.26 -1.58 -1.19
C -3.90 -0.59 -0.37
O -4.06 0.56 -0.84
C -4.39 -0.98 1.11
C -5.32 0.20 1.73
N 1.23 0.89 -0.65
C 0.13 1.40 0.21
Br -1.13 2.63 -0.80
C 0.65 2.33 1.45
C 1.87 3.29 1.06
Br 0.91 1.30 3.13
P 1.31 1.65 -2.26
O 1.90 3.27 -2.15
O 2.57 0.84 -3.14
H -0.05 -3.15 0.78
H 1.18 -4.65 0.77
H 2.48 -3.37 -1.23
H 4.91 -0.35 0.60
H 4.07 0.60 1.98
H 3.72 0.96 0.15
H 3.26 -2.39 2.24
H 0.87 -1.03 -2.94
H -1.46 -1.49 -2.95
H -1.31 0.16 -2.20
H -1.56 -2.69 -0.70
H -1.78 -1.00 0.19
H -4.88 -2.01 1.17
H -3.48 -1.03 1.81
H -5.94 -0.32 2.55
H -4.70 1.00 2.27
H -5.99 0.69 0.95
H -0.42 0.53 0.70
H -0.24 3.04 1.67
H 2.69 2.79 0.46
H 1.43 4.11 0.38
H 2.24 3.84 2.00
H 1.15 3.90 -2.23
H 2.68 1.30 -4.00

Record 8
47
Properties=species:S:1:pos:R:3 method="wB97M-V/def2-TZVPD" homo_energy_ev=-6.4 total_charge=-1
Cl 0.30 0.11 1.10
C -2.47 2.69 1.40
C -2.50 2.15 -0.01
O -1.49 2.76 -0.67
C -1.21 3.98 0.03
O -0.52 4.83 -0.43
O -1.84 3.97 1.22
F -3.69 2.68 -0.61
H -1.97 2.10 2.15
H -3.45 2.91 1.91
H -2.52 1.04 0.01
C -1.73 -1.14 -2.33
C -2.65 -1.78 -1.39
O -3.57 -2.48 -1.77
N -2.40 -1.61 -0.05
C -3.19 -2.19 1.02
H -2.02 -0.10 -2.67
H -1.74 -1.70 -3.27
H -0.77 -1.09 -1.87
H -1.62 -1.01 0.26
H -2.74 -1.91 1.96
H -3.19 -3.33 1.07
H -4.18 -1.78 1.13
C -0.22 -3.80 0.92
C 0.77 -3.61 -0.22
O 1.07 -4.53 -0.96
N 1.34 -2.33 -0.22
C 2.16 -1.92 -1.37
H 0.10 -4.69 1.45
H -1.19 -4.19 0.49
H -0.43 -2.90 1.52
H 0.90 -1.70 0.45
H 1.53 -1.89 -2.31
H 2.81 -2.71 -1.53
H 2.73 -1.01 -1.25
C 4.49 2.00 1.77
C 3.98 2.44 0.44
O 4.68 3.01 -0.37
N 2.70 2.04 0.28
C 2.01 2.35 -0.95
H 5.35 2.53 2.08
H 4.88 0.99 1.76
H 3.75 1.94 2.54
H 2.26 1.55 1.01
H 2.06 3.46 -1.07
H 0.98 2.02 -0.81
H 2.45 1.86 -1.81

Record 9
47
Properties=species:S:1:pos:R:3 method="wB97M-V/def2-TZVPD" homo_energy_ev=-4.8 total_charge=-1
Cl 0.08 -0.41 -2.45
O -1.16 -1.04 -2.79
O 1.04 -0.60 -3.46
O 0.01 1.02 -2.31
O 0.52 -0.94 -1.15
C -0.88 -2.84 -0.29
O -1.20 -4.24 -0.05
H 0.03 -2.81 -0.88
H -1.72 -2.47 -0.87
H -0.74 -2.14 0.53
H -0.45 -4.82 -0.12
C 2.95 1.25 -3.29
O 1.73 1.57 -3.91
H 3.04 1.56 -2.25
H 3.11 0.18 -3.43
H 3.81 1.69 -3.78
H 1.03 1.00 -3.60
N 0.79 1.37 -0.56
C -0.17 2.16 0.03
C 0.33 2.80 1.14
C 1.58 2.20 1.36
C 1.89 1.40 0.26
H 0.70 0.77 -1.37
H -1.11 2.27 -0.49
H -0.15 3.49 1.82
H 2.32 2.41 2.11
H 2.80 0.85 0.05
N 0.54 0.41 1.78
C 0.53 0.27 3.11
C 0.04 -0.96 3.44
C -0.06 -1.68 2.24
C 0.35 -0.84 1.23
H 0.78 1.23 1.24
H 0.62 1.12 3.77
H -0.11 -1.33 4.44
H -0.32 -2.72 2.10
H 0.44 -1.02 0.17
C -2.34 0.37 1.96
S -2.65 -1.06 0.81
O -4.16 -1.02 0.56
C -1.88 -0.28 -0.68
H -2.66 0.26 3.00
H -2.81 1.24 1.49
H -1.28 0.62 2.05
H -1.95 -1.01 -1.49
H -0.87 0.10 -0.51
H -2.40 0.64 -0.95

Record 10
43
Properties=species:S:1:pos:R:3 method="wB97M-V/def2-TZVPD" homo_energy_ev=-9.6 smiles="CCCCCCC[C@H]1O[C@H](S(C)(=O)=O)C[C@H]1P(O)Cl" total_charge=0
C 3.45 -2.61 0.70
C 3.09 -1.44 -0.21
C 4.00 -0.22 -0.01
C 3.30 1.14 -0.13
C 2.47 1.36 -1.41
C 1.08 1.93 -1.15
C 0.13 0.93 -0.51
C -1.27 1.52 -0.26
O -2.22 0.89 -1.14
C -2.76 -0.19 -0.42
S -4.22 -0.83 -1.30
C -4.00 -2.59 -1.17
O -4.11 -0.48 -2.68
O -5.38 -0.48 -0.53
C -3.07 0.39 0.95
C -1.88 1.35 1.16
P -0.77 0.68 2.46
O -1.80 0.98 3.69
Cl 0.50 2.33 2.61
H 3.55 -2.28 1.74
H 4.40 -3.06 0.42
H 2.69 -3.39 0.67
H 3.14 -1.77 -1.25
H 2.05 -1.16 -0.04
H 4.83 -0.26 -0.72
H 4.45 -0.28 0.98
H 4.07 1.92 -0.07
H 2.67 1.29 0.75
H 3.01 2.04 -2.08
H 2.38 0.42 -1.96
H 1.17 2.81 -0.50
H 0.64 2.29 -2.09
H 0.59 0.54 0.40
H 0.01 0.08 -1.19
H -1.27 2.57 -0.55
H -2.03 -1.01 -0.35
H -4.07 -2.89 -0.12
H -4.82 -3.02 -1.74
H -3.05 -2.87 -1.61
H -4.00 0.95 0.89
H -3.18 -0.36 1.73
H -2.22 2.32 1.55
H -1.55 0.48 4.48

Record 11
44
Properties=species:S:1:pos:R:3 method="wB97M-V/def2-TZVPD" multiplicity=2 s_squared=0.7528 homo_energy_ev="-15.2 / -15.2" total_charge=+2
Cu -0.17 -0.50 -1.24
N -0.59 -1.34 -3.11
C 0.52 -1.09 -4.05
C 1.73 -1.90 -3.63
C 2.26 -1.66 -2.31
N 1.30 -1.85 -1.22
H -0.82 -2.36 -3.02
H -1.44 -0.97 -3.49
H 0.78 -0.03 -4.05
H 0.25 -1.40 -5.09
H 2.55 -1.71 -4.35
H 1.43 -2.93 -3.81
H 2.62 -0.63 -2.26
H 3.16 -2.28 -2.11
H 1.80 -1.89 -0.33
H 0.93 -2.82 -1.30
C -2.96 0.75 0.25
C -2.42 1.38 -0.99
N -1.31 1.03 -1.64
C -1.20 1.78 -2.74
C -2.26 2.62 -2.83
N -3.02 2.32 -1.72
H -3.11 -0.32 0.11
H -3.96 1.22 0.51
H -2.27 0.81 1.08
H -0.36 1.68 -3.42
H -2.57 3.39 -3.51
H -3.85 2.73 -1.44
N 0.30 -0.06 0.59
C 0.23 -0.13 1.73
N 0.27 -0.06 3.02
C -0.37 1.09 3.76
C 0.72 1.75 4.60
O 1.30 0.81 5.48
C 2.05 -0.14 4.71
C 1.12 -0.98 3.85
H -1.09 0.69 4.44
H -0.76 1.79 3.02
H 0.23 2.47 5.26
H 1.46 2.31 4.04
H 2.49 -0.80 5.46
H 2.78 0.42 4.06
H 0.52 -1.57 4.52
H 1.73 -1.61 3.18

What did we get for E? Answer: -2368.15122, -1669.37747, -2745.09960, -2745.10604, -2997.05514, -2201.78796, -6526.01536, -1647.58934, -1965.42476, -1972.35116, -2515.38279 Eh, in the order shown.